83
Properties=species:S:1:pos:R:3:forces:R:3 method="wB97M-V/def2-TZVPD" max_force_ev_per_a=1.03 homo_lumo_gap_ev="6.222 / 6.537" mol_weight_g_mol=1056.5 charge=-1 multiplicity=2 energy_ha=-9702.637162
Re -0.1754 -1.6363 0.0899 0.0 0.0 -0.8
O 6.9338 -1.0884 -0.3031 0.1 0.0 -0.4
C 6.1539 -0.1271 -0.1932 -0.1 -0.2 1.0
O 6.3524 1.0696 0.0687 0.0 0.1 -0.3
C 4.6527 -0.5319 -0.1971 0.0 0.1 -0.3
C 4.2688 -1.8520 -0.3679 0.0 0.0 0.0
C 2.9311 -2.2010 -0.3296 0.0 -0.1 -0.1
N 1.9639 -1.3001 -0.1260 -0.1 0.1 0.1
C 2.3309 -0.0065 0.0205 0.0 0.0 0.1
C 3.6436 0.4080 -0.0094 0.0 0.0 0.0
C 1.1958 0.9346 0.3015 0.1 -0.1 0.0
O 1.3309 2.1147 0.5039 0.0 0.0 0.0
O 0.0326 0.3115 0.3577 -0.1 0.4 0.1
H 5.0389 -2.5963 -0.5195 0.0 0.0 0.0
H 2.6159 -3.2257 -0.4584 0.0 0.0 0.0
H 3.8974 1.4506 0.1245 0.0 0.0 0.0
O -3.8036 -0.7298 -1.3909 0.0 0.0 0.0
S -2.8286 -1.7444 -1.1235 0.4 0.0 0.0
O -2.2146 -1.6160 0.2979 -0.2 -0.1 0.3
O -3.2055 -3.1094 -1.3567 -0.1 0.0 -0.2
S -0.9387 -1.3572 -2.0203 0.1 -0.2 -0.1
C 4.9586 -7.1797 -0.1360 0.0 0.0 0.0
C 3.6659 -6.4234 -0.0011 0.0 0.0 0.0
C 3.2487 -5.9239 1.2229 0.0 0.0 0.0
C 2.0617 -5.2095 1.3614 0.0 0.0 0.0
C 1.6726 -4.6763 2.7107 0.0 0.0 0.1
C 1.2764 -4.9913 0.2285 -0.1 0.0 -0.1
Se -0.4062 -4.0579 0.3616 0.1 0.0 0.4
C 1.6688 -5.4873 -1.0220 0.0 0.0 0.0
C 0.8575 -5.2456 -2.2652 0.0 0.0 0.0
C 2.8596 -6.1974 -1.1105 0.1 0.0 0.0
H 5.5285 -7.1550 0.7921 0.0 0.0 0.0
H 5.5808 -6.7515 -0.9230 0.0 0.0 0.0
H 4.7767 -8.2252 -0.3930 0.0 0.0 0.0
H 3.8710 -6.0746 2.0985 0.0 0.0 0.0
H 2.4430 -4.9038 3.4476 0.0 0.0 0.0
H 0.7286 -5.1093 3.0492 0.0 0.0 0.0
H 1.5333 -3.5958 2.6810 0.0 0.1 0.0
H 0.4335 -4.2410 -2.2859 0.0 0.0 0.0
H 0.0183 -5.9425 -2.3274 0.0 0.0 0.0
H 1.4746 -5.3804 -3.1533 0.0 0.0 0.0
H 3.1781 -6.5613 -2.0819 0.0 0.0 0.0
C -3.9425 5.3917 0.9425 0.0 0.0 0.0
Ge -4.9228 4.0592 -0.1099 0.0 0.0 0.0
C -4.4024 4.1781 -1.9904 0.0 0.0 0.0
C -6.8545 4.4006 0.0460 0.0 0.0 0.0
C -4.4862 2.2709 0.5695 0.0 0.1 0.0
Se -2.5832 1.8615 0.3484 0.0 0.0 0.0
C -2.0012 2.3708 2.1289 0.1 0.1 0.0
H -4.1378 6.3982 0.5704 0.0 0.0 0.0
H -2.8706 5.2039 0.8733 0.0 0.0 0.0
H -4.2378 5.3520 1.9921 0.0 0.0 0.0
H -4.5833 5.1827 -2.3750 0.0 0.0 0.0
H -4.9723 3.4694 -2.5922 0.0 0.0 0.0
H -3.3432 3.9470 -2.0987 0.0 0.0 0.0
H -7.1084 5.3850 -0.3495 0.0 0.0 0.0
H -7.1729 4.3597 1.0886 0.0 0.0 0.0
H -7.4193 3.6527 -0.5117 0.0 0.0 0.0
H -5.0335 1.4922 0.0372 0.0 0.0 0.0
H -4.7245 2.1730 1.6301 0.0 0.0 0.0
H -2.3282 3.3786 2.3784 0.0 0.0 0.0
H -0.9125 2.3436 2.1128 0.0 0.0 0.0
H -2.3791 1.6685 2.8738 0.0 0.0 0.0
N -5.6926 -0.2329 8.9238 0.0 0.0 0.0
C -4.8803 -0.3367 8.1179 -0.1 0.0 0.0
C -3.8642 -0.4653 7.1115 0.1 0.0 -0.1
C -2.5314 -0.6144 7.4868 0.0 0.0 0.0
C -1.5532 -0.7496 6.5200 0.0 0.0 0.0
C -1.9068 -0.7227 5.1770 0.0 0.0 0.0
C -3.2332 -0.5575 4.7935 0.0 0.0 0.0
C -4.2117 -0.4401 5.7625 0.0 0.0 0.0
N -0.9075 -0.8548 4.1850 0.0 -0.1 0.0
C 0.3977 -0.3948 4.2415 0.0 0.1 0.0
C 0.9569 -0.6991 3.0461 0.1 -0.1 0.0
N 0.0260 -1.3501 2.2676 -0.2 -0.1 0.2
C -1.0763 -1.4266 2.9730 0.0 0.1 0.0
H -2.2672 -0.6372 8.5348 0.0 0.0 0.0
H -0.5212 -0.8982 6.8054 0.0 0.0 0.0
H -3.4973 -0.4958 3.7457 0.0 0.0 0.0
H -5.2457 -0.3113 5.4748 0.0 0.0 0.0
H 0.7784 0.1437 5.0896 0.0 0.0 0.0
H 1.9512 -0.4859 2.6915 0.0 0.0 0.0
H -1.9944 -1.8701 2.6248 0.0 0.0 0.0

77
Properties=species:S:1:pos:R:3:forces:R:3 method="wB97M-V/def2-TZVPD" max_force_ev_per_a=1.21 homo_lumo_gap_ev=5.926 mol_weight_g_mol=910.3 charge=-1 energy_ha=-2810.275991
In 0.4393 -0.6721 0.1234 0.1 0.0 0.3
I 6.9478 4.0732 1.1808 -0.2 -0.2 -0.1
C 5.5574 2.5426 0.7488 0.3 0.3 0.1
C 5.8895 1.2210 0.9989 0.0 0.1 0.0
C 4.9574 0.2478 0.7107 -0.2 -0.5 0.0
I 5.4211 -1.7736 1.0816 0.1 0.3 0.0
C 3.6682 0.5012 0.1597 0.4 0.2 0.1
O 2.8472 -0.4397 -0.1171 -0.7 -0.3 0.0
C 3.3967 1.8808 -0.0832 -0.2 -0.1 0.1
C 2.0301 2.2336 -0.5973 0.2 -0.1 -0.1
N 0.9935 1.7585 0.3284 -0.5 -0.4 -0.3
C 1.0819 2.3051 1.6726 0.0 0.0 0.0
C 0.7298 1.3173 2.7539 0.0 0.1 0.1
C 0.8469 1.6959 4.0894 0.0 0.0 0.0
C 0.4569 0.8134 5.0759 0.0 0.0 -0.1
C -0.0531 -0.4263 4.7082 0.0 0.1 0.0
C -0.1140 -0.7331 3.3646 -0.1 -0.1 0.2
N 0.2870 0.1157 2.4176 0.1 -0.2 -0.4
C 4.3188 2.8667 0.2192 0.0 0.0 -0.1
H 6.8556 0.9569 1.4052 0.0 0.0 0.0
H 1.8575 1.7369 -1.5562 -0.1 0.0 0.0
H 1.9633 3.3168 -0.7609 0.0 0.0 0.0
H 0.0559 1.9663 -0.0343 0.0 0.2 0.0
H 0.4044 3.1585 1.7897 0.0 0.0 0.0
H 2.1007 2.6473 1.8596 0.0 0.0 0.0
H 1.2357 2.6763 4.3335 0.0 0.0 0.0
H 0.5397 1.0895 6.1195 0.0 0.0 0.0
H -0.3907 -1.1335 5.4525 0.0 0.0 0.0
H -0.4911 -1.6843 3.0147 0.0 0.0 0.0
H 4.0605 3.9036 0.0363 0.0 0.0 0.0
C -5.6457 5.2158 1.3426 0.0 -0.1 -0.1
C -5.0919 4.1414 0.4458 0.0 -0.1 -0.1
C -5.6828 3.8271 -0.7759 0.0 0.0 0.0
C -5.0680 2.8124 -1.4929 0.0 0.0 0.0
N -3.9905 2.1712 -1.0786 0.0 0.0 0.1
C -3.4664 2.5351 0.1204 -0.3 0.3 0.0
S -2.0928 1.7221 0.7233 0.3 -0.1 0.3
N -4.0124 3.5159 0.8861 0.0 0.0 0.0
H -6.5700 5.6348 0.9439 0.0 0.0 0.0
H -4.9089 6.0113 1.4591 0.0 0.0 0.0
H -5.8329 4.7984 2.3319 0.0 0.0 0.0
H -6.5623 4.3413 -1.1382 0.0 0.0 0.0
H -5.4654 2.4933 -2.4548 0.0 0.0 0.0
C -2.7226 -2.8482 -2.1469 0.1 0.0 -0.1
C -1.2754 -2.3507 -1.8955 -0.2 -0.1 0.1
C -0.3261 -3.4604 -2.3725 -0.1 0.1 0.0
C -1.2363 -2.0962 -0.3850 1.0 0.6 0.3
C -1.0642 -1.0512 -2.6559 0.0 0.0 -0.1
C -0.0620 -0.8969 -3.6131 0.0 0.0 -0.1
C 0.1103 0.3088 -4.2830 0.1 0.0 0.0
C -0.7155 1.3874 -4.0073 0.0 -0.1 0.0
C -1.6940 1.2570 -3.0292 0.1 0.1 -0.1
C -1.8644 0.0549 -2.3624 0.0 0.0 0.0
H -2.9060 -3.7578 -1.5695 0.0 0.0 0.0
H -2.8670 -3.0722 -3.2085 -0.1 0.0 0.0
H -3.4437 -2.0976 -1.8326 0.0 0.0 0.0
H -0.5542 -4.3745 -1.8185 0.0 0.0 0.0
H 0.7092 -3.1864 -2.1607 0.0 0.0 0.0
H -0.4358 -3.6777 -3.4412 0.0 0.0 0.0
H -0.8647 -3.0219 0.0954 0.0 0.0 0.0
H 0.6160 -1.7091 -3.8412 -0.1 0.0 0.0
H 0.9025 0.4031 -5.0171 0.0 0.0 0.0
H -0.5887 2.3220 -4.5409 0.0 0.0 0.0
H -2.3249 2.0956 -2.7621 0.0 -0.1 0.0
H -2.5962 0.0054 -1.5660 0.0 0.0 -0.1
C 1.3473 -6.0864 0.4761 0.0 0.0 0.0
N 1.7544 -4.7192 0.6914 0.1 0.0 -0.1
C 2.8045 -4.1935 -0.1620 0.0 0.1 0.0
C 1.1299 -3.9213 1.5732 -0.1 -0.1 0.0
O 1.3677 -2.7396 1.7456 0.1 0.1 0.2
H 2.2112 -6.7519 0.5408 0.0 0.0 0.0
H 0.8919 -6.2015 -0.5111 0.0 0.0 0.0
H 0.6219 -6.3804 1.2338 0.0 0.0 0.0
H 3.7547 -4.6861 0.0610 0.0 0.0 0.0
H 2.9083 -3.1250 0.0190 0.0 0.0 0.0
H 2.5589 -4.3607 -1.2122 0.0 0.0 0.0
H 0.3491 -4.4501 2.1497 0.0 0.0 0.0